[1]
DFT (ωB97M-V/def2-TZVPD) results for a molecular structure, C13H22NO4PReSSe2SiTe3.

Structure (XYZ):
```
49
Properties=species:S:1:pos:R:3:nbo_charge:R:1
Re -0.41 -1.63 -0.31 0.617
Se -0.66 -1.44 2.05 -0.108
Te -0.26 -3.96 2.72 -0.097
Te 1.81 -5.68 3.06 -0.146
Se -0.22 -4.33 -1.16 0.027
C 2.49 3.11 -0.21 -1.108
Si 3.87 1.84 -0.36 1.614
C 4.87 2.17 -1.92 -1.108
C 4.91 1.97 1.20 -1.104
C 3.32 0.01 -0.30 -0.486
C 4.25 -0.98 0.01 -0.114
C 3.88 -2.29 0.28 -0.266
C 2.55 -2.64 0.20 0.074
N 1.64 -1.73 -0.16 -0.488
C 2.00 -0.44 -0.40 0.077
S 0.55 0.49 -0.76 -0.077
H 2.94 4.10 -0.08 0.239
H 1.86 2.92 0.67 0.245
H 1.84 3.16 -1.08 0.247
H 5.22 3.21 -1.91 0.240
H 4.30 2.02 -2.83 0.246
H 5.75 1.53 -1.96 0.238
H 5.30 2.98 1.34 0.239
H 5.77 1.29 1.17 0.232
H 4.32 1.71 2.08 0.243
H 5.30 -0.71 0.08 0.215
H 4.59 -3.05 0.57 0.236
H 2.19 -3.63 0.42 0.237
O -2.85 -3.30 -1.04 -0.588
C -1.67 -3.23 -0.89 0.184
C -6.56 -0.15 -1.09 -0.628
C -5.38 -1.09 -1.17 -0.060
O -4.86 -1.35 0.16 -0.833
P -3.43 -0.93 0.61 2.099
O -2.44 -0.67 -0.50 -1.116
Te -2.73 -2.58 2.17 0.228
O -3.64 0.44 1.44 -0.836
C -2.75 1.57 1.34 -0.059
C -3.01 2.43 0.12 -0.639
H -6.93 0.04 -2.10 0.219
H -6.27 0.80 -0.64 0.213
H -7.36 -0.58 -0.50 0.217
H -4.59 -0.68 -1.80 0.197
H -5.67 -2.06 -1.58 0.201
H -1.71 1.24 1.34 0.190
H -2.91 2.14 2.25 0.193
H -2.73 1.92 -0.79 0.223
H -2.41 3.34 0.20 0.220
H -4.07 2.71 0.07 0.211
```

Computed properties:
* frontier orbital gap (spin up / spin down): 5.33 / 5.82 eV
* expectation value of S²: 3.7958
* LUMO energy (spin up / spin down): -0.993 / -1.572 eV
* multiplicity: 4
* net charge: 0
* electronic energy: -206223.4357 eV
* HOMO energy (spin up / spin down): -6.32 / -7.39 eV
* relative energy (zero: lowest compared OMol25 entry of this formula, charge and spin): 3.867 eV

***

[2]
DFT (ωB97M-V/def2-TZVPD) results for a gas-phase ion, C5H13FNO (charge +1).

Structure (XYZ):
```
21
Properties=species:S:1:pos:R:3:nbo_charge:R:1
C 1.24 -0.88 -1.06 -0.666
C 0.94 0.15 -0.10 0.349
C 2.08 0.74 0.63 -0.679
F 0.35 1.20 -0.77 -0.399
C -0.45 -0.52 0.82 0.077
O -0.74 -1.76 0.31 -0.729
C -1.74 0.39 0.69 -0.269
N -2.15 0.76 -0.77 -0.723
H 0.45 -0.95 -1.83 0.227
H 2.15 -0.58 -1.61 0.238
H 1.61 -1.81 -0.54 0.240
H 2.74 1.31 -0.09 0.249
H 1.80 1.55 1.47 0.232
H 2.79 0.13 1.09 0.244
H -0.11 -0.49 1.86 0.202
H -0.22 -2.50 0.67 0.507
H -1.44 1.29 1.20 0.241
H -2.49 -0.29 1.22 0.260
H -2.74 1.57 -0.69 0.449
H -2.78 -0.08 -1.02 0.452
H -1.29 0.78 -1.47 0.495
```

Computed properties:
* frontier orbital gap: 10.21 eV
* LUMO energy: -3.380 eV
* multiplicity: 1
* net charge: +1
* electronic energy: -11642.7156 eV
* HOMO energy: -13.59 eV
* relative energy (zero: lowest compared OMol25 entry of this formula, charge and spin): 0.886 eV